1.
C16H22ClGeN3OTc | ωB97M-V with the def2-TZVPD basis set

The geometry in XYZ format:
```
45
Properties=species:S:1:pos:R:3:forces:R:3:mulliken_charge:R:1
Tc -0.35404 0.51532 -0.12694 -0.375 -0.421 0.494 0.67
C -0.94384 1.15420 -3.28734 -0.003 -0.028 -0.015 -0.60
O -1.51021 1.14814 -1.94475 0.072 -0.003 -0.019 -0.15
H -1.04279 2.14735 -3.71907 0.004 -0.014 -0.016 0.29
H -1.45028 0.41516 -3.90515 0.014 0.015 -0.012 0.29
H 0.10510 0.89681 -3.18224 -0.008 0.003 -0.022 0.27
H -2.44151 1.39248 -1.98576 -0.019 0.056 0.080 0.23
N 0.08068 3.49491 5.44879 0.028 -0.013 0.034 -0.34
C -0.14985 3.55119 4.32664 -0.018 0.013 0.069 -0.23
C -0.45004 3.59462 2.92637 0.015 -0.005 -0.123 0.12
C -1.02001 4.71696 2.32838 0.008 -0.034 -0.027 -0.09
C -1.27447 4.68654 0.96650 0.033 -0.037 -0.009 -0.80
C -0.97731 3.54203 0.25405 0.025 0.057 -0.046 -0.30
N -0.42966 2.45362 0.82637 -0.253 -0.163 -0.014 -0.22
C -0.15910 2.49058 2.14045 0.088 0.065 0.048 -0.01
H -1.24861 5.59206 2.92167 0.001 0.007 0.007 0.54
H -1.70062 5.54021 0.46014 -0.007 0.003 -0.005 0.44
H -1.15954 3.47601 -0.80956 -0.034 0.020 0.010 0.51
H 0.32611 1.62357 2.56998 -0.040 -0.007 0.023 0.55
C 2.43529 -2.42384 1.09267 -0.002 0.032 -0.030 -1.08
Ge 2.43562 -1.42649 -0.57671 0.085 -0.189 0.107 0.39
C 1.56298 -2.37490 -2.03712 -0.020 0.051 0.009 -0.93
C 4.17024 -0.68626 -1.04116 -0.058 0.012 0.030 -1.18
C 1.35720 0.34507 -0.31018 0.606 0.368 -0.256 -0.40
H 3.29429 -3.09693 1.06307 -0.004 -0.001 -0.012 0.43
H 1.54502 -3.03942 1.21123 -0.037 0.013 -0.013 0.36
H 2.55478 -1.78141 1.96351 -0.004 0.039 -0.014 0.38
H 1.93041 -3.40162 -2.05986 0.046 0.011 0.020 0.40
H 1.78961 -1.91608 -2.99845 0.004 0.031 0.007 0.36
H 0.48242 -2.41323 -1.90829 -0.016 -0.016 0.023 0.21
H 4.85497 -1.51679 -1.21944 -0.012 -0.014 -0.003 0.39
H 4.57491 -0.08191 -0.23075 -0.019 -0.006 0.017 0.40
H 4.12136 -0.08520 -1.94782 -0.027 -0.005 -0.005 0.39
H 1.93076 1.25589 -0.55248 0.075 -0.099 -0.147 0.48
Cl -1.56709 -3.96074 2.90129 -0.008 0.023 -0.046 -0.13
C -1.83900 -3.17014 1.40938 0.044 -0.004 0.017 -0.11
C -2.71701 -3.68360 0.46086 0.029 0.033 0.008 -0.16
C -2.88400 -2.99984 -0.73343 0.045 0.025 0.007 -0.80
C -2.18357 -1.82936 -0.94633 0.034 -0.103 -0.072 -0.14
N -1.33233 -1.34016 -0.02850 -0.295 0.417 -0.199 -0.09
C -1.16882 -1.99221 1.13252 0.098 -0.132 0.061 -0.41
H -3.25470 -4.60057 0.66136 -0.003 -0.012 0.005 0.48
H -3.55316 -3.37211 -1.49557 -0.008 0.001 -0.005 0.45
H -2.27188 -1.26816 -1.86473 -0.038 -0.004 0.005 0.45
H -0.46833 -1.57173 1.84640 -0.045 0.014 0.028 0.69
```
Positions in Å, forces in eV/Å.

The lowest unoccupied orbital energy (spin up / spin down) is -7.79 / -7.47 eV. As for the expectation value of S²: 0.767. The spin multiplicity is 2. For the electronic energy, the calculation gives -3479.62912 hartree. As for the HOMO energy (spin up / spin down): -0.5611 / -0.5649 Ha. Its net charge is +2. The orbital gap (spin up / spin down) comes out at 7.5 / 7.9 eV. For the relative energy (zero: lowest compared OMol25 entry of this formula, charge and spin), the calculation gives 23.2 kcal per mole.

***

2.
C16H22F3O13PS | ωB97M-V with the def2-TZVPD basis set

The geometry in XYZ format:
```
56
Properties=species:S:1:pos:R:3:forces:R:3:mulliken_charge:R:1
F -0.20212 0.15718 -4.89368 0.011 0.131 0.050 -0.27
C -0.35791 -1.16873 -5.11842 -0.104 0.154 -0.044 0.76
F 0.43568 -1.79131 -4.22285 0.063 -0.093 0.103 -0.24
F 0.13219 -1.38941 -6.33291 0.054 -0.117 -0.180 -0.23
P -2.18224 -1.58124 -4.80820 -0.319 0.033 0.694 -0.13
S -2.97412 -1.85726 -6.70915 0.065 0.150 -0.365 -0.28
C -2.07352 -3.28417 -4.11913 0.714 -0.788 -1.108 0.06
C -1.52388 -4.34325 -5.08611 -0.379 0.049 0.922 -0.02
C -0.30948 -5.08510 -4.74868 0.654 1.001 -1.865 -0.40
O -0.38245 -4.06716 -5.84582 -0.172 -0.429 0.106 -0.39
H -1.95623 -2.51438 -7.29059 0.016 -0.152 0.076 0.18
H -3.08562 -3.61925 -3.88451 0.026 0.350 0.353 0.48
H -1.43012 -3.31750 -3.24095 -0.330 0.345 0.250 -0.41
H -2.28443 -4.90698 -5.61739 -0.092 0.048 -0.089 0.41
H -0.19526 -6.06763 -5.18912 0.165 -0.141 0.451 0.28
H 0.43606 -4.67556 -4.08102 -0.375 -0.564 0.742 0.16
O -0.51790 -4.49758 -1.03487 0.109 0.098 -0.023 -0.55
C 0.12524 -3.51104 -0.85280 -0.130 -0.039 -0.069 0.66
O 1.39623 -3.33084 -1.27456 0.023 -0.047 -0.036 -0.37
C 1.73968 -1.94842 -1.10710 0.010 0.155 0.013 -0.17
C 0.77762 -1.51032 -0.01727 0.053 -0.023 -0.054 0.13
O -0.32475 -2.40861 -0.21840 0.006 -0.001 0.038 -0.35
H 2.78637 -1.85865 -0.83197 0.000 -0.106 0.043 0.35
H 1.56218 -1.43263 -2.05132 -0.008 0.005 0.013 0.14
H 1.18458 -1.66644 0.98108 -0.011 0.003 0.006 0.05
H 0.43978 -0.48407 -0.11204 -0.104 -0.045 -0.015 0.13
O 2.14394 0.82437 1.37006 -0.028 0.237 -0.087 -0.55
C 1.93590 1.84096 0.76884 -0.158 -0.189 0.071 0.71
O 0.73089 2.19140 0.27191 0.073 -0.034 0.050 -0.31
C 0.79955 3.56826 -0.15439 0.094 0.125 0.041 0.18
C 2.28885 3.73798 -0.39935 -0.072 0.073 -0.082 -0.37
O 2.85883 2.77231 0.50199 0.070 0.066 -0.014 -0.34
H 0.19156 3.72172 -1.04061 -0.025 -0.190 -0.015 0.33
H 0.42994 4.20068 0.65129 0.019 0.033 -0.011 -0.23
H 2.58054 3.47039 -1.41518 -0.004 -0.019 -0.008 0.26
H 2.66484 4.72756 -0.15986 0.019 -0.028 0.114 0.34
O -1.37803 -0.04723 6.53257 0.082 -0.012 -0.058 -0.53
C -0.40575 -0.05318 5.84912 -0.090 0.061 0.009 0.64
O 0.12076 1.05241 5.26399 -0.064 0.163 0.008 -0.31
C 1.39681 0.71699 4.70549 0.094 -0.053 -0.090 0.00
C 1.26254 -0.78157 4.50705 0.035 0.064 -0.081 -0.15
O 0.32581 -1.13951 5.53340 0.025 -0.084 0.004 -0.38
H 1.55129 1.26224 3.77940 -0.065 -0.017 -0.005 -0.03
H 2.17387 0.97926 5.42416 0.005 -0.025 0.026 0.23
H 0.82968 -1.02937 3.53699 0.000 0.023 -0.010 0.14
H 2.18858 -1.33111 4.64433 -0.027 -0.030 0.104 0.36
O -0.29902 5.92182 2.21351 0.013 -0.158 0.037 -0.57
C -0.87043 5.13583 2.90641 0.019 0.108 -0.032 0.69
O -0.67809 4.99262 4.23004 -0.022 0.003 0.083 -0.34
C -1.69637 4.11962 4.75006 -0.093 -0.009 -0.060 -0.29
C -2.09175 3.33051 3.51550 0.005 -0.007 0.075 -0.04
O -1.79499 4.26011 2.45999 -0.010 -0.076 -0.061 -0.34
H -1.28725 3.50843 5.54489 0.134 -0.043 0.028 0.26
H -2.51336 4.73276 5.13243 0.002 0.002 -0.012 0.28
H -1.47794 2.44101 3.38110 0.038 -0.039 0.013 0.02
H -3.14239 3.05957 3.47796 -0.018 0.077 -0.045 0.33
```
Positions in Å, forces in eV/Å.

The lowest unoccupied orbital energy is 0.25 eV. The spin multiplicity is 1. For the electronic energy, the calculation gives -2640.15955 hartree. Its SMILES is FC(F)(F)P(S)C[C@@H]1CO1.O=C1OCCO1.O=C1OCCO1.O=C1OCCO1.O=C1OCCO1. As for the HOMO energy: -0.3477 Ha. Its net charge is 0. The orbital gap comes out at 9.7 eV.

***

3.
C16H22FeNO4 | ωB97M-V with the def2-TZVPD basis set

The geometry in XYZ format:
```
44
Properties=species:S:1:pos:R:3:forces:R:3:mulliken_charge:R:1
C -1.34197 -1.87990 -1.88581 0.300 0.079 -0.146 -1.08
N -0.42409 -2.13974 -0.74824 -1.836 -1.142 -0.986 -0.27
C -1.27970 -2.48879 0.45114 0.536 0.679 -0.013 -0.73
C -0.41132 -2.71343 1.67872 -0.182 0.419 -0.026 -0.24
C 0.60137 -3.81792 1.45065 0.272 -0.255 0.104 -0.79
C 1.33162 -3.67570 0.11089 0.210 0.108 -0.066 -0.62
C 0.41958 -3.31775 -1.06869 0.430 0.351 0.277 -0.68
H -0.73096 -1.63019 -2.76103 -0.258 -0.108 0.106 0.42
H -1.95707 -2.77262 -2.09681 0.242 0.323 0.085 0.45
H -2.01082 -1.03729 -1.66340 0.220 -0.255 -0.009 0.36
H -1.97623 -1.65493 0.62745 0.091 -0.510 -0.130 0.51
H -1.86110 -3.39306 0.19213 0.202 0.296 0.016 0.52
H 0.10718 -1.77997 1.93625 -0.078 -0.115 -0.089 -0.04
H -1.07917 -2.90420 2.52135 0.153 -0.209 0.015 0.45
H 1.34842 -3.79390 2.24977 -0.121 -0.106 -0.061 0.39
H 0.11708 -4.79046 1.51360 -0.137 -0.109 -0.072 0.35
H 2.12774 -2.93071 0.23144 -0.151 0.023 -0.174 0.32
H 1.87236 -4.59090 -0.13277 -0.128 -0.078 0.001 0.43
H -0.27237 -4.13837 -1.29614 0.177 -0.034 -0.038 0.48
H 0.99761 -3.07525 -1.97350 -0.154 -0.167 0.273 0.37
C -1.19932 4.24298 -1.67862 -0.155 0.233 -0.075 -0.72
O 0.15921 3.73564 -1.62363 -0.169 -1.821 0.306 -0.41
C 0.34419 2.42559 -1.23661 1.503 0.305 -1.335 0.88
C -0.44073 1.76023 -0.29446 -1.466 -0.276 0.329 -1.01
C -0.24476 0.33105 0.10355 -0.206 0.014 -0.308 0.30
C 0.77623 -0.47603 -0.66807 2.006 0.923 0.948 0.74
C 1.55151 0.29817 -1.61625 -0.476 -1.567 0.314 -0.39
C 1.37941 1.68165 -1.84967 -0.621 2.262 -0.713 -0.94
Fe -0.03605 3.81103 1.78563 -0.630 -0.517 -0.912 0.19
C 0.20694 2.43519 2.87952 0.461 -2.361 2.238 0.34
O 0.63142 1.63321 3.60514 -0.796 1.202 -1.249 -0.35
C -0.48305 5.18260 2.83050 -3.272 3.046 2.915 0.32
O -0.94033 5.99169 3.54764 2.003 -2.442 -2.275 -0.32
C 1.63784 4.25422 1.94350 4.475 2.968 -1.411 0.19
O 2.61269 4.90266 1.90252 -2.210 -2.072 0.583 -0.33
H -1.48423 4.72155 -0.73008 0.064 -0.294 -0.122 0.26
H -1.21028 5.02895 -2.44764 0.188 -0.377 0.266 0.30
H -1.92356 3.46114 -1.97152 0.418 0.301 0.220 0.33
H -1.45188 2.14577 -0.11467 0.447 0.115 0.358 0.60
H 0.06865 0.16474 1.13014 -0.358 0.608 0.619 -0.14
H -1.25416 -0.10674 0.02060 0.506 0.191 0.197 -0.19
H 1.41568 -1.17041 -0.01815 -0.814 1.237 -1.268 -0.12
H 2.33784 -0.17456 -2.22039 -0.235 0.014 0.565 0.46
H 1.96861 2.24474 -2.61600 -0.451 -0.885 0.740 0.38
```
Positions in Å, forces in eV/Å.

The lowest unoccupied orbital energy (spin up / spin down) is -3.25 / -6.72 eV. As for the expectation value of S²: 6.075. The spin multiplicity is 5. For the electronic energy, the calculation gives -2241.81140 hartree. As for the HOMO energy (spin up / spin down): -0.3897 / -0.4196 Ha. Its net charge is +1. The orbital gap (spin up / spin down) comes out at 7.4 / 4.7 eV. For the relative energy (zero: lowest compared OMol25 entry of this formula, charge and spin), the calculation gives 47.6 kcal per mole.

***

4.
C16H22N2O3 | ωB97M-V with the def2-TZVPD basis set

The geometry in XYZ format:
```
43
Properties=species:S:1:pos:R:3:forces:R:3:mulliken_charge:R:1
C 2.88171 2.06714 1.48480 -0.014 -0.075 -0.038 -1.67
C 1.87026 1.56160 0.50478 0.120 -0.122 0.027 1.28
C 0.74401 2.29233 0.18829 0.041 -0.188 -0.169 -0.61
C -0.20733 1.82224 -0.70963 -0.007 0.078 -0.258 0.23
C -1.49057 2.57481 -0.91876 -0.053 -0.160 0.268 -1.24
C -2.47577 2.22329 0.21158 0.121 0.273 0.007 -1.13
N -2.75348 0.80435 0.27173 -0.292 0.178 -0.122 0.21
C -3.55693 0.21172 -0.77586 -0.091 -0.157 -0.074 -0.35
C -4.23540 -1.04786 -0.25784 0.064 -0.031 -0.129 -0.80
C -3.19247 -2.00040 0.28912 -0.419 0.225 -0.258 0.45
O -3.25793 -3.20279 0.23060 -0.037 -0.278 0.006 -0.64
N -2.15444 -1.35338 0.89693 0.507 -0.100 0.254 0.02
C -1.98656 0.02990 1.07363 -0.134 -0.257 0.240 0.38
O -1.22294 0.44019 1.91638 0.297 0.058 0.166 -0.63
C 0.01696 0.60066 -1.31793 -0.062 0.212 0.023 -0.83
C 1.14090 -0.15235 -1.02002 0.239 -0.293 0.033 -0.60
C 2.06447 0.30208 -0.09074 -0.186 0.241 0.039 0.90
O 3.20352 -0.33873 0.29951 -0.090 0.366 -0.092 -0.49
C 3.39038 -1.74410 0.19589 0.122 -0.614 0.005 0.30
C 2.23499 -2.54860 0.79172 0.208 0.315 -0.051 -1.29
C 3.76932 -2.20908 -1.21331 -0.071 0.290 0.286 -1.30
H 2.96444 1.37453 2.32072 0.079 0.003 0.097 0.31
H 2.60097 3.04684 1.86128 -0.007 0.071 0.029 0.42
H 3.86199 2.12857 1.01478 0.105 0.035 0.060 0.35
H 0.58917 3.24833 0.66798 0.002 0.134 0.101 0.35
H -1.93191 2.32098 -1.88462 0.005 0.066 -0.051 0.35
H -1.31327 3.65086 -0.89277 -0.046 0.041 -0.079 0.49
H -2.03500 2.49849 1.17150 -0.120 0.052 -0.093 0.47
H -3.42030 2.75833 0.07674 0.034 -0.023 0.062 0.45
H -2.93901 -0.04029 -1.64867 -0.095 0.062 -0.007 0.18
H -4.30363 0.94720 -1.08658 0.092 -0.068 0.005 0.43
H -4.91645 -0.80124 0.56140 0.000 0.019 -0.018 0.31
H -4.80575 -1.54459 -1.04176 0.074 -0.047 0.069 0.37
H -1.48360 -1.92256 1.39997 -0.119 0.100 -0.049 0.24
H -0.68492 0.21765 -2.04658 -0.079 -0.018 -0.063 0.35
H 1.27279 -1.09515 -1.52394 0.066 -0.071 -0.012 0.26
H 4.27187 -1.89070 0.83637 -0.204 -0.023 -0.142 0.31
H 2.54753 -3.58067 0.92783 0.021 -0.102 0.004 0.47
H 1.35906 -2.53394 0.14958 -0.086 -0.056 -0.037 0.28
H 1.96036 -2.13297 1.75892 -0.039 -0.013 0.103 0.35
H 4.22433 -3.19466 -1.15457 0.037 -0.105 -0.006 0.44
H 2.90965 -2.27077 -1.87390 -0.066 -0.032 -0.079 0.26
H 4.48897 -1.51724 -1.64457 0.083 0.016 -0.059 0.34
```
Positions in Å, forces in eV/Å.

The lowest unoccupied orbital energy is 0.69 eV. The spin multiplicity is 1. For the electronic energy, the calculation gives -958.17663 hartree. Its SMILES is Cc1cc(CCN2CCC(=O)NC2=O)ccc1OC(C)C. As for the HOMO energy: -0.2996 Ha. Its net charge is 0. The orbital gap comes out at 8.8 eV. For the relative energy (zero: lowest compared OMol25 entry of this formula, charge and spin), the calculation gives 8.7 kcal per mole.

***

Q: Among the records above, which one has the highest spin multiplicity?
A: C16H22FeNO4

***

Q: Which value of spin multiplicity does entry 2 give?
A: 1